1.
{"formula": "C22H20Cl4F10N2O2S", "method": "ωB97M-V/def2-TZVPD", "max_force_ev_per_a": 6.6, "charge": 0, "smiles": "CCSCc1c(COC(C)=O)c(CCCF)c(C(F)(F)C(F)(F)C(F)(F)C(F)(F)F)c2nccnc12.ClC(Cl)(Cl)Cl", "homo_ev": -8.7, "multiplicity": 1, "lumo_ha": -0.0483, "homo_lumo_gap_ha": 0.27232, "species": ["C", "C", "S", "C", "C", "C", "C", "O", "C", "C", "O", "C", "C", "C", "C", "F", "C", "C", "F", "F", "C", "F", "F", "C", "F", "F", "C", "F", "F", "F", "C", "N", "C", "C", "N", "C", "H", "H", "H", "H", "H", "H", "H", "H", "H", "H", "H", "H", "H", "H", "H", "H", "H", "H", "H", "H", "C", "Cl", "Cl", "Cl", "Cl"], "positions_angstrom": [[4.898, 0.313, 0.304], [5.146, 0.175, -1.300], [3.607, 0.467, -2.293], [2.301, -0.765, -1.811], [0.937, 0.077, -1.549], [0.386, 0.279, -0.124], [1.191, -0.421, 1.077], [1.162, -1.873, 1.055], [-0.053, -2.407, 1.567], [0.109, -3.699, 2.540], [-1.215, -2.011, 1.305], [-0.930, 1.158, 0.099], [-1.392, 1.264, 1.635], [-0.872, 2.583, 2.394], [0.518, 2.415, 3.172], [0.783, 3.577, 3.990], [-1.703, 1.839, -1.090], [-3.012, 2.745, -0.852], [-2.972, 3.903, -1.733], [-3.020, 3.392, 0.442], [-4.398, 2.021, -1.214], [-5.301, 3.088, -1.597], [-4.332, 1.185, -2.379], [-5.142, 1.210, -0.068], [-5.338, 1.909, 1.161], [-6.485, 0.986, -0.563], [-4.575, -0.247, 0.299], [-3.423, -0.658, -0.389], [-5.583, -1.230, -0.002], [-4.424, -0.331, 1.728], [-1.110, 1.546, -2.542], [-1.859, 2.112, -3.637], [-1.300, 1.855, -4.912], [0.001, 1.028, -5.082], [0.779, 0.396, -4.070], [0.165, 0.702, -2.799], [5.895, 0.459, 0.871], [4.265, 1.254, 0.487], [4.420, -0.631, 0.745], [5.965, 0.926, -1.571], [5.560, -0.874, -1.489], [2.573, -1.456, -0.947], [2.093, -1.434, -2.733], [2.300, -0.123, 0.920], [0.912, -0.047, 2.117], [0.654, -3.372, 3.489], [0.777, -4.433, 1.936], [-0.895, -4.214, 2.727], [-2.548, 1.337, 1.622], [-1.148, 0.344, 2.264], [-0.727, 3.439, 1.629], [-1.679, 2.965, 3.124], [0.466, 1.441, 3.788], [1.342, 2.257, 2.376], [-1.821, 2.273, -5.836], [0.383, 0.894, -6.165], [3.535, -5.918, 1.577], [4.049, -5.520, 3.230], [3.586, -4.453, 0.572], [4.625, -7.144, 0.895], [1.875, -6.554, 1.610]], "atomic_forces_ev_per_a": [[0.48, 0.32, -0.27], [0.44, -0.98, 2.01], [0.54, 0.03, 0.20], [-1.69, -0.35, -0.50], [-2.06, 1.04, 2.04], [-0.79, 0.81, -3.69], [0.53, 1.71, -0.87], [-2.11, -0.03, 1.26], [-3.19, -0.81, 0.28], [1.05, 0.46, -1.67], [4.64, -0.51, 0.59], [0.38, -0.07, -1.98], [-1.08, 0.73, -0.44], [0.26, 1.23, -0.09], [-0.75, -0.75, -0.99], [-0.34, -2.05, -1.34], [3.58, -2.61, 1.44], [1.79, 2.14, -1.09], [0.10, -2.79, 1.74], [-0.37, -2.21, -2.66], [-1.89, 1.54, -1.72], [1.89, -2.55, 1.19], [0.26, 1.79, 3.15], [-3.06, -0.10, 0.79], [0.96, -1.17, -3.13], [3.24, 0.61, 0.96], [-0.77, -3.19, 1.05], [-2.74, 1.43, 2.06], [2.70, 2.52, 0.65], [0.24, 0.17, -3.90], [-0.42, 0.20, -0.13], [3.76, -2.24, -1.75], [1.37, -1.09, 3.06], [-0.02, -0.20, 0.77], [-5.44, 3.81, -0.09], [0.67, -0.60, 2.30], [-1.49, -0.27, -1.03], [0.80, -1.53, -0.15], [0.48, 1.43, -0.70], [-1.53, -0.90, -0.10], [-0.53, 1.46, 0.06], [-0.38, 1.21, -1.04], [0.44, 1.14, 1.54], [-1.88, -0.70, 0.27], [0.12, -0.51, -1.58], [-0.80, -0.59, -1.30], [-1.07, 1.36, 1.35], [1.44, 1.18, -0.23], [2.01, -0.16, 0.14], [-0.27, 1.11, -1.27], [-0.30, -1.41, 1.19], [1.29, -0.80, -1.00], [0.22, 1.81, -0.37], [-0.98, 0.67, 1.49], [0.78, -0.65, 1.55], [-0.65, 0.18, 2.02], [0.11, -0.03, -0.01], [-0.11, -0.05, -0.29], [-0.05, -0.22, 0.17], [-0.22, 0.23, 0.13], [0.42, -0.22, -0.08]]}

2.
{"formula": "C5H11INO3S", "method": "ωB97M-V/def2-TZVPD", "max_force_ev_per_a": 2.6, "charge": 1, "homo_ev": [-13.5, -13.5], "multiplicity": 1, "de_lowest_kj_mol": 372.6, "lumo_ha": [-0.3034, -0.3031], "homo_lumo_gap_ha": [0.19316, 0.19244], "species": ["C", "C", "C", "C", "C", "N", "O", "O", "O", "S", "I", "H", "H", "H", "H", "H", "H", "H", "H", "H", "H", "H"], "positions_angstrom": [[0.020, -0.397, 0.683], [1.296, -2.377, 0.593], [-0.535, 0.184, -1.521], [0.819, 1.851, -0.266], [1.413, -0.850, 0.969], [-0.170, 0.729, -0.239], [-0.999, -0.767, 1.157], [-1.670, 1.794, 1.746], [-2.495, 2.228, -0.494], [-2.020, 1.321, 0.483], [-4.579, -0.536, -0.366], [0.609, -3.052, 1.150], [2.283, -2.785, 0.686], [0.989, -2.433, -0.450], [-0.934, 0.977, -2.094], [0.222, -0.363, -2.027], [-1.338, -0.461, -1.324], [1.506, 1.802, 0.678], [1.484, 1.574, -1.155], [0.216, 2.729, -0.518], [1.792, -0.821, 2.014], [2.092, -0.347, 0.294]], "atomic_forces_ev_per_a": [[1.11, 1.77, 1.56], [0.19, -0.02, -0.30], [-0.29, 0.36, -0.27], [1.69, -1.86, -0.41], [-0.74, -1.99, 0.12], [0.01, 0.31, 0.68], [-0.51, -1.71, 0.62], [0.63, 0.52, 2.30], [0.10, 0.87, -1.22], [-1.69, -1.10, -1.48], [1.15, 0.60, 0.49], [0.30, 1.13, 0.09], [0.50, -0.40, -0.13], [0.13, -0.23, -0.16], [-0.13, 0.89, -1.02], [1.00, -0.22, -0.35], [-1.18, -1.20, 0.01], [-1.78, 0.71, -1.61], [-0.67, 0.83, 1.13], [0.60, 0.26, 0.51], [-0.76, 0.58, -0.56], [0.33, -0.10, -0.01]]}

3.
{"formula": "C53H43N5OP2ReS3", "method": "ωB97M-V/def2-TZVPD", "max_force_ev_per_a": 1.5, "charge": 2, "s_squared": 3.815, "homo_ev": [-12.1, -12.1], "multiplicity": 4, "de_lowest_kj_mol": 219.4, "lumo_ha": [-0.2194, -0.2513], "homo_lumo_gap_ha": [0.22656, 0.19495], "species": ["Re", "N", "C", "S", "N", "N", "C", "C", "C", "C", "C", "C", "N", "H", "H", "H", "H", "H", "H", "H", "C", "C", "C", "C", "C", "C", "C", "C", "P", "C", "C", "C", "C", "C", "C", "C", "C", "C", "C", "C", "C", "C", "O", "C", "C", "C", "C", "C", "C", "P", "C", "C", "C", "C", "C", "C", "C", "C", "C", "C", "C", "C", "H", "H", "H", "H", "H", "H", "H", "H", "H", "H", "H", "H", "H", "H", "H", "H", "H", "H", "H", "H", "H", "H", "H", "H", "H", "H", "H", "H", "H", "H", "H", "H", "S", "C", "N", "C", "C", "C", "C", "C", "C", "S", "H", "H", "H", "H"], "positions_angstrom": [[-0.019, 0.168, -0.915], [-0.650, 3.168, -0.997], [-1.155, 1.959, -0.832], [0.666, 1.034, -3.091], [-2.499, 1.760, -0.803], [-1.934, -0.364, -1.531], [-2.264, -1.338, -2.300], [-1.211, -2.178, -2.804], [-1.455, -3.170, -3.756], [-0.421, -4.005, -4.133], [0.808, -3.851, -3.506], [0.968, -2.848, -2.560], [0.001, -2.004, -2.225], [0.351, 3.247, -1.121], [-1.198, 4.012, -1.098], [-3.298, -1.581, -2.513], [-2.444, -3.269, -4.177], [-0.570, -4.772, -4.877], [1.640, -4.494, -3.739], [1.914, -2.734, -2.051], [0.263, 0.416, 5.898], [0.100, 1.755, 5.151], [0.052, 2.890, 6.175], [-1.161, 1.671, 4.313], [-2.424, 2.105, 4.699], [-3.535, 1.921, 3.885], [-3.435, 1.270, 2.666], [-2.181, 0.825, 2.264], [-1.683, -0.208, 0.869], [-2.823, 0.336, -0.627], [-3.415, 2.745, -1.128], [-4.773, 2.784, -0.979], [-5.675, 1.797, -0.583], [-5.390, 0.437, -0.401], [-4.182, -0.183, -0.497], [-2.178, -1.875, 1.348], [-1.575, -2.954, 0.702], [-1.863, -4.248, 1.093], [-2.747, -4.471, 2.138], [-3.353, -3.401, 2.780], [-3.070, -2.103, 2.396], [-1.072, 1.044, 3.078], [0.095, 0.596, 2.530], [1.218, 1.275, 2.942], [2.255, 1.366, 2.018], [3.430, 2.008, 2.408], [3.524, 2.582, 3.661], [2.453, 2.541, 4.537], [1.279, 1.886, 4.197], [2.117, 0.629, 0.333], [3.019, -0.931, 0.587], [4.316, -1.003, 1.090], [4.949, -2.232, 1.166], [4.303, -3.390, 0.760], [2.991, -3.328, 0.320], [2.352, -2.104, 0.250], [3.240, 1.825, -0.467], [4.503, 1.529, -0.962], [5.317, 2.556, -1.417], [4.886, 3.870, -1.373], [3.624, 4.169, -0.881], [2.809, 3.151, -0.428], [-0.567, 0.261, 6.583], [1.189, 0.430, 6.469], [0.294, -0.422, 5.203], [-0.789, 2.762, 6.848], [-0.034, 3.860, 5.693], [0.946, 2.877, 6.791], [-2.554, 2.597, 5.649], [-4.496, 2.284, 4.214], [-4.302, 1.123, 2.040], [-2.953, 3.616, -1.571], [-5.217, 3.739, -1.227], [-6.705, 2.106, -0.480], [-6.237, -0.206, -0.200], [-4.161, -1.258, -0.352], [-0.875, -2.767, -0.101], [-1.387, -5.081, 0.596], [-2.953, -5.479, 2.465], [-4.039, -3.577, 3.594], [-3.538, -1.276, 2.909], [4.262, 2.085, 1.727], [4.434, 3.083, 3.949], [2.548, 3.027, 5.493], [4.822, -0.116, 1.441], [5.958, -2.289, 1.545], [4.813, -4.340, 0.823], [2.473, -4.233, 0.032], [1.310, -2.034, -0.046], [4.866, 0.512, -0.977], [6.302, 2.328, -1.797], [5.534, 4.664, -1.711], [3.288, 5.193, -0.840], [1.855, 3.379, 0.033], [3.408, -0.593, -2.930], [2.320, -0.792, -4.154], [1.116, -0.171, -4.203], [0.308, -0.574, -5.257], [-0.998, -0.176, -5.504], [-1.669, -0.748, -6.568], [-1.058, -1.704, -7.372], [0.246, -2.102, -7.134], [0.922, -1.530, -6.071], [2.540, -1.888, -5.496], [-1.462, 0.565, -4.873], [-2.683, -0.446, -6.774], [-1.602, -2.142, -8.193], [0.731, -2.840, -7.752]], "atomic_forces_ev_per_a": [[-0.36, 0.27, -1.08], [-0.15, 0.02, 0.06], [0.80, -0.43, -0.35], [-0.50, 0.14, 1.13], [0.03, -0.49, 0.05], [-0.42, -0.86, -1.20], [-0.06, 0.50, 0.31], [0.44, -0.64, -0.49], [-0.07, 0.45, 0.44], [0.33, -0.01, 0.16], [-0.48, -0.02, -0.16], [0.32, -0.10, 0.18], [-0.38, 0.60, 0.56], [-0.11, 0.04, -0.07], [0.09, -0.06, 0.16], [-0.14, 0.06, 0.07], [-0.08, 0.01, -0.08], [-0.03, -0.06, -0.06], [0.11, -0.09, 0.00], [-0.01, 0.09, -0.11], [-0.05, 0.06, -0.04], [0.03, -0.14, 0.18], [-0.02, -0.14, -0.22], [0.21, -0.04, -0.11], [0.14, -0.09, -0.20], [-0.20, 0.03, -0.03], [0.18, 0.02, -0.05], [0.86, -0.09, -0.11], [-0.68, -0.14, -0.47], [0.44, 0.07, 0.97], [-0.56, 0.64, -0.16], [0.43, 0.17, -0.01], [-0.14, 0.09, 0.06], [0.26, -0.35, -0.08], [-0.56, 0.03, -0.17], [0.15, 0.16, -0.04], [-0.04, 0.10, 0.00], [-0.03, -0.11, -0.01], [0.03, 0.03, 0.00], [-0.05, -0.07, 0.06], [-0.01, -0.03, -0.13], [-0.93, 0.28, -0.07], [0.36, 0.01, 0.82], [0.66, 0.43, -0.02], [-0.58, -0.15, 0.04], [-0.12, -0.01, 0.07], [0.10, -0.02, -0.03], [-0.04, -0.09, -0.21], [-0.16, -0.07, -0.09], [1.20, 0.21, 0.56], [-0.29, -0.05, -0.20], [-0.13, -0.01, -0.03], [0.11, 0.03, 0.04], [-0.06, 0.03, 0.05], [0.01, -0.17, 0.05], [0.04, 0.24, 0.07], [-0.11, -0.06, -0.15], [-0.14, 0.01, 0.10], [0.08, 0.05, 0.02], [-0.01, -0.04, -0.04], [-0.04, 0.09, -0.06], [0.02, -0.24, -0.11], [-0.10, -0.02, 0.09], [0.08, -0.05, 0.06], [0.04, -0.08, -0.04], [-0.10, -0.04, 0.09], [0.02, 0.14, -0.04], [0.05, 0.04, 0.08], [0.00, 0.07, 0.10], [-0.07, 0.02, 0.03], [-0.09, -0.03, 0.01], [-0.09, 0.03, 0.06], [0.09, 0.07, -0.10], [-0.05, -0.04, 0.00], [0.00, -0.04, 0.07], [-0.10, 0.00, 0.02], [0.09, -0.02, 0.02], [0.02, -0.05, -0.02], [-0.04, -0.09, 0.00], [-0.05, -0.03, 0.07], [0.00, 0.03, 0.08], [0.04, 0.07, -0.04], [0.10, 0.05, 0.03], [-0.03, 0.05, 0.13], [0.09, 0.05, -0.08], [0.09, 0.01, 0.04], [0.02, -0.05, -0.03], [-0.06, -0.05, 0.03], [0.01, -0.14, -0.05], [0.01, 0.00, -0.01], [0.08, -0.05, -0.03], [0.05, 0.06, -0.05], [-0.03, 0.11, 0.03], [0.00, 0.14, 0.12], [0.07, -0.21, -0.28], [0.64, -0.04, 0.41], [0.29, -0.20, -0.09], [-0.39, -0.37, -0.57], [0.16, 0.06, 0.11], [0.01, -0.07, -0.04], [-0.10, -0.06, -0.07], [0.04, 0.07, 0.11], [0.14, 0.11, 0.19], [-0.32, 0.45, 0.07], [-0.07, 0.11, 0.04], [-0.14, 0.04, -0.06], [-0.07, -0.02, -0.11], [0.02, -0.10, -0.13]]}

4.
{"formula": "C12H17Cl2ErN", "method": "ωB97M-V/def2-TZVPD", "max_force_ev_per_a": 4.3, "charge": -1, "s_squared": 3.753, "homo_ev": [-2.4, -2.4], "multiplicity": 4, "lumo_ha": [0.0935, 0.0935], "homo_lumo_gap_ha": [0.18099, 0.18182], "species": ["Er", "Cl", "Cl", "C", "H", "H", "C", "C", "H", "C", "H", "C", "H", "H", "C", "H", "H", "C", "H", "H", "H", "H", "C", "C", "C", "N", "C", "C", "H", "H", "H", "H", "H"], "positions_angstrom": [[1.177, -0.262, 0.491], [1.123, -2.675, -0.066], [2.265, 1.731, 1.475], [2.585, 0.048, -1.158], [3.248, 0.914, -0.836], [3.041, -0.891, -1.608], [-0.284, 0.568, -1.178], [1.159, 0.495, -1.767], [-0.578, 0.634, 0.057], [0.868, -0.426, -2.980], [1.373, 1.681, -2.085], [-0.241, 0.067, -3.936], [1.860, -0.525, -3.487], [0.569, -1.408, -2.534], [-1.564, 0.128, -3.217], [0.037, 1.045, -4.339], [-0.244, -0.631, -4.775], [-1.379, 1.141, -2.081], [-2.408, 0.363, -3.872], [-1.799, -0.863, -2.798], [-1.233, 2.155, -2.594], [-2.305, 1.150, -1.395], [-1.061, -0.476, 5.183], [-1.023, 0.734, 4.529], [-0.568, 0.808, 3.256], [-0.230, -0.296, 2.551], [-0.194, -1.492, 3.175], [-0.625, -1.659, 4.498], [-1.392, -0.574, 6.205], [-1.360, 1.694, 5.048], [-0.403, 1.779, 2.707], [0.202, -2.329, 2.583], [-0.616, -2.630, 4.951]], "atomic_forces_ev_per_a": [[-1.25, -0.50, -0.02], [-0.07, -1.34, 0.42], [0.36, 1.07, 1.17], [0.52, 0.04, -0.07], [-0.75, -1.28, -1.11], [-0.56, 1.62, 0.19], [-0.43, -0.27, 3.94], [1.16, 3.33, -2.40], [0.29, 0.97, -2.93], [1.03, 0.14, -0.21], [-0.38, -2.77, 0.07], [0.86, -0.71, 0.02], [-0.93, -0.13, -0.13], [0.37, 0.66, -0.50], [-0.43, -0.09, 0.13], [-0.04, 0.10, 0.03], [-0.23, -0.03, -0.20], [-0.70, -0.73, 1.38], [0.03, 0.34, -0.26], [0.15, 0.26, 0.07], [0.09, -0.80, 0.94], [1.11, 0.34, -1.22], [0.51, -2.28, -0.72], [-0.94, 1.92, 1.99], [0.68, 0.15, -2.51], [0.47, -0.08, 1.39], [-0.51, 0.30, 0.31], [-0.19, 2.20, -0.26], [-0.11, 0.16, 0.11], [0.59, -1.50, -0.70], [-0.38, -1.15, 0.67], [-0.35, 0.28, 0.16], [0.02, -0.22, 0.26]]}